Run one
Formula: C20H24N2O3
Source: the Open Molecules 2025 dataset
Level of theory: ωB97M-V/def2-TZVPD

Structure (XYZ):
```
49
Properties=species:S:1:pos:R:3
C 8.413 1.652 0.415
O 7.476 1.273 -0.562
C 6.282 0.754 -0.147
C 5.901 0.580 1.179
C 4.664 0.041 1.478
C 3.777 -0.336 0.473
O 2.596 -0.871 0.905
C 1.628 -1.307 -0.028
C 0.790 -0.139 -0.568
C -0.326 -0.694 -1.457
N -1.161 -1.608 -0.716
C -2.412 -1.387 -0.190
O -2.994 -2.262 0.420
N -2.942 -0.143 -0.430
C -4.238 0.307 -0.159
C -5.259 -0.521 0.293
C -6.519 0.000 0.520
C -6.801 1.343 0.306
C -8.177 1.893 0.533
C -5.775 2.162 -0.147
C -4.512 1.656 -0.377
C -0.418 -2.752 -0.228
C 0.711 -2.295 0.698
C 4.158 -0.155 -0.853
C 5.395 0.381 -1.152
H 8.716 0.802 1.035
H 8.026 2.450 1.058
H 9.278 2.022 -0.134
H 6.555 0.856 1.990
H 4.364 -0.101 2.504
H 2.116 -1.829 -0.865
H 1.417 0.553 -1.132
H 0.363 0.400 0.280
H -0.908 0.113 -1.905
H 0.125 -1.259 -2.283
H -2.330 0.575 -0.784
H -5.058 -1.563 0.472
H -7.301 -0.657 0.872
H -8.726 1.930 -0.408
H -8.735 1.268 1.226
H -8.129 2.905 0.932
H -5.966 3.212 -0.321
H -3.727 2.312 -0.730
H -1.116 -3.396 0.306
H -0.006 -3.299 -1.083
H 1.291 -3.153 1.035
H 0.291 -1.802 1.575
H 3.508 -0.429 -1.669
H 5.695 0.521 -2.179
```

HOMO energy: -8.0 eV
SMILES: COc1ccc(OC2CCN(C(=O)Nc3ccc(C)cc3)CC2)cc1
Orbital gap: 8.584 eV
Net charge: 0

---

Run two
Formula: C20H24N2O3
Source: the Open Molecules 2025 dataset
Level of theory: ωB97M-V/def2-TZVPD

Structure (XYZ):
```
49
Properties=species:S:1:pos:R:3
C 4.122 0.366 4.327
O 2.742 0.420 4.613
C 1.817 0.016 3.704
C 0.519 0.436 3.983
C -0.543 0.111 3.168
C -0.317 -0.634 2.021
C -1.451 -1.019 1.141
O -2.474 -1.532 1.555
N -1.251 -0.823 -0.189
C -2.290 -1.171 -1.152
C -2.106 -0.158 -2.286
C -3.385 0.081 -3.064
C -0.850 -0.485 -3.127
C -0.560 0.837 -3.838
C -0.789 1.863 -2.712
C -1.445 1.052 -1.588
C -2.284 1.881 -0.636
C -0.398 0.140 -0.863
C 0.550 0.897 -0.096
N 1.324 1.625 0.332
C 0.233 -0.640 -2.046
C 0.967 -1.091 1.743
C 2.041 -0.786 2.567
O 3.312 -1.243 2.328
C 3.580 -1.879 1.104
H 4.602 0.904 5.144
H 4.492 -0.661 4.299
H 4.353 0.860 3.381
H 0.375 1.035 4.869
H -1.542 0.443 3.403
H -3.269 -1.090 -0.672
H -2.166 -2.204 -1.492
H -3.273 0.891 -3.778
H -4.194 0.335 -2.383
H -3.663 -0.822 -3.604
H -0.937 -1.343 -3.792
H 0.456 0.869 -4.231
H -1.242 0.996 -4.671
H -1.451 2.668 -3.029
H 0.142 2.316 -2.369
H -3.092 2.368 -1.177
H -1.667 2.649 -0.172
H -2.716 1.268 0.151
H 1.186 -0.214 -2.360
H 0.398 -1.677 -1.756
H 1.117 -1.716 0.876
H 4.655 -2.050 1.095
H 3.306 -1.245 0.255
H 3.064 -2.842 1.025
```

HOMO energy: -8.1 eV
SMILES: COc1ccc(C(=O)N2C[C@]3(C)[C@H]4CC[C@]3(C)[C@]2(C#N)C4)cc1OC
Orbital gap: 8.721 eV
Net charge: 0

---

Calculated relative energies: run one 0.0; run two 94.1, given in kJ/mol

---

Run one
Formula: C4H8N3O2
Source: the Open Molecules 2025 dataset
Level of theory: ωB97M-V/def2-TZVPD

Structure (XYZ):
```
17
Properties=species:S:1:pos:R:3
N 0.342 -0.636 -1.121
C 1.460 -0.509 -0.188
O 1.941 -1.430 0.445
C 1.646 1.007 0.152
C 0.502 1.372 0.934
N -0.616 0.816 0.904
C -1.266 -0.205 0.356
N -2.319 -0.115 -0.448
O -1.171 -1.456 0.908
H 0.249 -1.597 -1.364
H 0.240 0.062 -1.838
H 1.706 1.478 -0.823
H 2.589 0.858 0.808
H 0.465 2.104 1.621
H -2.585 0.841 -0.797
H -2.940 -0.875 -0.518
H -0.244 -1.715 0.969
```

HOMO energy: -15.0 eV
SMILES: NC(=O)C/C=N\C(=[NH2+])O
Orbital gap: 10.684 eV
Net charge: +1

---

Run two
Formula: C4H8N3O2
Source: the Open Molecules 2025 dataset
Level of theory: ωB97M-V/def2-TZVPD

Structure (XYZ):
```
17
Properties=species:S:1:pos:R:3
N 1.241 -0.665 2.044
N 0.212 0.319 2.300
C -0.252 1.019 1.293
O -1.190 1.777 1.148
N 0.363 0.699 -0.033
O 1.102 1.483 -0.543
C -0.370 -0.297 -0.687
C -1.204 -0.098 -2.062
C 0.132 -0.646 -2.101
H 1.187 -1.326 2.699
H 2.140 -0.197 1.965
H -0.317 0.236 3.146
H -0.719 -0.874 0.086
H -1.520 0.898 -2.512
H -2.049 -0.770 -2.014
H 0.342 -1.705 -2.448
H 0.902 0.145 -2.278
```

HOMO energy: -14.6 eV
SMILES: NNC(=O)[N+](=O)C1CC1
Orbital gap: 8.123 eV
Net charge: +1

---

Run three
Formula: C4H8N3O2
Source: the Open Molecules 2025 dataset
Level of theory: ωB97M-V/def2-TZVPD

Structure (XYZ):
```
17
Properties=species:S:1:pos:R:3
N 2.869 -0.588 -0.349
N 1.438 -0.418 -0.296
C 0.708 -1.237 0.452
N -0.550 -1.397 0.453
C -1.562 -0.719 -0.002
O -2.656 -1.390 -0.361
C -1.753 0.710 0.047
C -0.637 1.505 0.031
O -0.753 2.826 0.159
H 3.230 -1.299 -0.908
H 3.328 -0.558 0.530
H 3.062 0.206 -0.860
H 1.042 -1.959 1.245
H -3.603 -0.963 -0.456
H -2.775 1.108 0.191
H 0.296 1.165 -0.186
H -1.683 3.007 0.312
```

HOMO energy: -13.1 eV
SMILES: [NH3+]/N=C/N=C(O)\C=C\O
Orbital gap: 9.315 eV
Net charge: +1

---

Calculated relative energies: run one 0.0; run two 429.9; run three 214.8, given in kJ/mol

---

Run one
Formula: C4H12NO2
Source: the Open Molecules 2025 dataset
Level of theory: ωB97M-V/def2-TZVPD

Structure (XYZ):
```
19
Properties=species:S:1:pos:R:3
C 0.086 0.943 -2.360
C 0.119 -0.108 -1.248
C -1.206 -0.587 -0.600
C -0.271 0.354 0.228
O 0.474 -0.137 1.203
N -2.033 -0.597 2.208
H 0.496 1.965 -2.003
H 0.716 0.598 -3.221
H -1.003 1.123 -2.767
H 0.929 -0.903 -1.301
H -2.124 -0.189 -1.055
H -1.213 -1.545 -0.238
H -0.695 1.430 0.376
H -2.256 -1.529 2.528
H -2.488 0.042 2.844
H -1.055 -0.481 2.193
H 3.561 0.206 0.491
H 1.880 0.008 0.696
O 2.666 0.118 0.032
```

HOMO energy (spin up / spin down): -9.4 / -9.5 eV
Spin multiplicity: 2
Orbital gap (spin up / spin down): 10.510 / 7.504 eV
Net charge: 0

---

Run two
Formula: C4H12NO2
Source: the Open Molecules 2025 dataset
Level of theory: ωB97M-V/def2-TZVPD

Structure (XYZ):
```
19
Properties=species:S:1:pos:R:3
C -0.465 1.516 -1.632
C -0.446 0.583 -0.393
C 0.722 0.207 0.160
N 0.941 -0.723 1.241
C 0.168 -1.710 1.607
H -0.485 2.697 -1.356
H 0.335 1.367 -2.309
H -1.408 1.484 -2.264
H -1.538 0.435 0.087
H 1.718 0.511 -0.173
H 1.845 -0.680 1.803
H 0.459 -2.361 2.446
H -0.751 -2.027 1.108
H 2.301 -1.252 5.654
H 1.585 0.021 5.070
O 1.888 -0.851 4.930
H -3.096 1.347 -6.066
H -1.790 0.544 -6.128
O -2.592 0.776 -5.556
```

HOMO energy (spin up / spin down): -5.4 / -8.6 eV
Spin multiplicity: 2
Orbital gap (spin up / spin down): 6.241 / 9.413 eV
Net charge: 0

---

Calculated relative energies: run one 0.0; run two 5.7, given in kJ/mol

---

Run one
Formula: C4H30BO23
Source: the Open Molecules 2025 dataset
Level of theory: ωB97M-V/def2-TZVPD

Structure (XYZ):
```
58
Properties=species:S:1:pos:R:3
O 0.817 -1.106 -3.225
C 0.759 -0.715 -2.038
O 0.692 0.501 -1.524
B 0.596 0.451 -0.091
O 0.734 -0.970 0.293
C 0.812 -1.710 -0.805
O 0.995 -2.943 -0.847
O -0.671 1.046 0.437
C -0.495 1.889 1.320
O -1.352 2.520 1.983
C 1.097 2.036 1.430
O 1.681 1.228 0.552
O 1.661 2.773 2.242
O 3.134 -5.273 -1.642
H 2.206 -5.484 -1.740
H 3.261 -5.182 -0.697
O 0.517 2.720 4.705
H 1.284 2.822 5.269
H 0.859 2.810 3.816
O -0.314 -5.153 0.462
H -0.015 -4.492 -0.163
H -1.095 -5.531 0.058
O -4.006 1.380 1.725
H -3.123 1.706 1.900
H -4.466 1.474 2.559
O 2.836 -0.493 -5.402
H 2.054 -0.971 -5.125
H 3.546 -0.875 -4.887
O 3.860 -0.303 0.734
H 4.378 -0.369 -0.068
H 3.077 0.182 0.475
O 3.179 -2.808 1.662
H 2.648 -2.651 0.880
H 3.549 -1.952 1.876
O -2.487 -1.743 -0.490
H -2.609 -2.693 -0.480
H -1.930 -1.565 0.268
O 1.115 -1.015 3.285
H 0.746 -1.715 2.747
H 0.718 -1.139 4.147
O -3.759 4.597 0.610
H -4.615 5.024 0.588
H -3.800 4.014 1.368
O -1.741 2.847 -2.102
H -1.463 2.650 -2.996
H -2.010 2.002 -1.742
O -1.435 0.333 -4.275
H -0.602 0.100 -3.866
H -2.029 -0.377 -4.030
O -3.461 0.900 -0.907
H -2.986 0.073 -0.824
H -3.784 1.081 -0.025
O -1.844 0.938 4.595
H -0.979 1.345 4.633
H -2.434 1.590 4.972
O 2.477 2.262 -4.097
H 1.532 2.383 -4.007
H 2.686 1.548 -3.495
```

HOMO energy: -7.9 eV
Orbital gap: 9.535 eV
Net charge: -1

---

Run two
Formula: C4H30BO23
Source: the Open Molecules 2025 dataset
Level of theory: ωB97M-V/def2-TZVPD

Structure (XYZ):
```
58
Properties=species:S:1:pos:R:3
O -1.023 -2.264 -3.167
C -0.373 -1.716 -2.286
O -0.710 -0.647 -1.800
B 0.434 0.110 -1.304
O 1.526 -0.789 -1.467
C 1.079 -1.808 -2.069
O 1.667 -2.885 -1.913
O 0.228 0.483 0.074
C 0.652 1.653 0.147
O 0.720 2.232 1.208
C 0.775 2.251 -1.191
O 0.609 1.383 -2.056
O 0.677 3.434 -1.466
O -0.821 0.216 3.505
H 0.131 0.235 3.332
H -0.842 -0.192 4.383
O 1.162 3.206 3.762
H 1.372 2.224 3.806
H 1.058 3.544 2.927
O -0.279 -5.042 -1.592
H 0.537 -4.553 -1.598
H 0.058 -5.834 -1.264
O 1.774 -4.273 0.350
H 2.521 -4.779 0.522
H 2.005 -3.775 -0.418
O 1.191 -1.883 1.424
H 0.374 -1.514 1.124
H 1.173 -2.851 1.256
O -2.755 -4.612 -3.465
H -2.866 -4.137 -4.249
H -2.145 -4.107 -2.958
O -3.107 -0.464 -3.249
H -3.748 -1.141 -3.338
H -2.331 -0.956 -3.310
O -1.502 -1.497 1.624
H -1.977 -0.936 0.965
H -1.256 -0.942 2.414
O 3.209 3.847 1.584
H 3.302 3.832 0.646
H 3.609 3.120 2.042
O -1.950 2.753 1.590
H -1.013 2.937 1.355
H -1.876 1.949 2.106
O -3.082 -0.180 -0.145
H -2.696 0.452 -0.783
H -3.090 -1.008 -0.658
O -1.447 5.036 -0.690
H -2.183 4.557 -0.462
H -0.736 4.494 -0.925
O -1.362 3.446 -3.293
H -1.530 3.030 -2.439
H -0.401 3.585 -3.282
O 1.799 0.530 3.672
H 2.059 0.499 2.745
H 2.424 0.015 4.167
O 2.917 0.254 1.292
H 3.603 -0.040 1.869
H 2.452 -0.482 0.948
```

HOMO energy: -7.6 eV
Orbital gap: 9.201 eV
Net charge: -1

---

Calculated relative energies: run one 0.0; run two 201.1, given in kJ/mol